No. 1
ORCA calculation (wB97M-V/def2-TZVPD) on a cluster of 2 separate species, C3H11NO2S in total.

Output
lowest unoccupied orbital energy = 0.62 eV
molecular weight = 125.193 g/mol
SMILES = OCNCCS.O
strongest force on any atom = 0.80 eV/A
energy = -724.2983 hartree

```
18
Properties=species:S:1:pos:R:3:forces:R:3
C 0.072976 0.183156 -1.026418 0.1472 -0.0446 0.4446
C -0.728332 -0.648425 -2.002335 -0.0111 -0.5605 -0.5691
S 0.281884 -1.347378 -3.360839 -0.3390 -0.2126 0.0710
N -0.788683 0.960866 -0.158105 -0.0544 -0.4960 -0.3246
C -0.401256 1.109859 1.207668 -0.4022 0.0184 -0.4678
O -0.846961 0.016189 2.005557 0.1002 -0.4945 0.1735
H 0.659364 -0.493270 -0.392691 0.0349 0.0901 -0.1227
H 0.799688 0.801424 -1.561302 0.0300 0.1091 -0.1095
H -1.594856 -0.121736 -2.392515 0.1472 0.3337 -0.1676
H -1.130675 -1.545262 -1.544310 -0.1130 -0.0121 0.4249
H 1.253823 -0.449186 -3.345016 0.2551 0.3806 -0.0176
H -1.218956 1.743897 -0.618242 -0.0180 0.1491 0.2464
H 0.678928 1.213415 1.308117 0.1869 0.0227 0.1747
H -0.917460 1.974850 1.601025 0.1212 0.2602 0.2159
H -0.754498 -0.805501 1.497645 -0.1257 0.3968 0.0270
H 0.832906 -0.568881 3.081933 -0.0274 0.1998 0.0161
H 2.005659 -1.381081 2.560245 0.1298 -0.0385 0.0509
O 1.796449 -0.642936 3.139585 -0.0618 -0.1017 -0.0662
```
Positions in Å, forces in eV/Å.



No. 2
ORCA calculation (wB97M-V/def2-TZVPD) on a structure of composition C40H100F6N8O12Zn in a non-equilibrium geometry.

Output
lowest unoccupied orbital energy (alpha / beta) = 2.01 / 2.00 eV
molecular weight = 1064.662 g/mol
total charge = -1
2S+1 = 2
strongest force on any atom = 4.30 eV/A
energy = -5303.1685 hartree

```
167
Properties=species:S:1:pos:R:3:forces:R:3
Zn -6.146910 -17.258360 -6.232570 -1.3997 -0.5634 1.7792
C -7.036890 -15.566360 -3.510830 1.8419 -1.2868 -2.8696
O -7.389940 -16.835680 -2.916410 -0.1140 0.8934 -0.0813
O -6.837090 -15.746160 -4.947470 -0.9930 1.4197 3.5912
C -7.989660 -14.471980 -2.983750 -3.7907 0.2897 -1.5109
F -9.269080 -14.533210 -3.519720 0.8808 0.0227 -1.0927
F -8.347430 -14.638160 -1.704000 1.6045 0.1621 1.2735
F -7.620440 -13.157140 -3.164910 0.4640 -1.4857 0.2711
C -6.730840 -17.200140 -1.730340 -0.7191 -1.2150 1.1915
C -7.390790 -18.510140 -1.226770 -0.3210 0.3771 -1.0692
H -8.364980 -18.297190 -0.786640 0.0255 0.0185 0.1641
H -7.595750 -19.089180 -2.127220 0.1261 -0.3102 0.0650
H -6.781510 -19.094980 -0.537680 0.1105 0.1704 0.0164
H -6.905760 -16.516930 -0.899240 0.3643 0.6941 -0.2120
H -5.668960 -17.423230 -1.833940 0.2531 0.4553 -0.4654
H -6.114430 -15.207030 -3.054700 0.7141 -0.2401 0.1824
C -3.477490 -18.940150 -5.258770 -1.0691 2.1456 -1.5722
O -4.008450 -19.982520 -6.002940 1.3824 -3.5119 -0.6106
O -4.325120 -17.876780 -5.489920 1.9086 -1.3704 1.8466
C -3.104090 -19.417310 -3.791880 -3.5276 0.8509 0.8554
F -4.037320 -20.282620 -3.212970 0.2463 0.5567 -0.8347
F -1.970790 -20.033900 -3.599220 2.0732 -0.9865 -0.7303
F -3.069870 -18.365530 -2.983070 0.0273 0.7902 0.3392
C -3.126210 -21.151820 -6.249000 -2.9440 -1.3652 -0.8019
C -3.892580 -21.988540 -7.347780 0.2948 0.5673 -0.1335
H -3.923410 -21.469230 -8.305620 0.3333 0.2615 -0.1025
H -3.467260 -22.972960 -7.543040 0.4159 0.0527 0.2419
H -4.952070 -22.174360 -7.171540 0.0750 0.2351 0.7058
H -3.091400 -21.826110 -5.393300 -0.0244 0.3578 0.4380
H -2.091630 -21.055730 -6.578400 -0.0285 1.1909 -0.0045
H -2.517430 -18.757120 -5.741370 1.0295 0.4044 0.2852
C 2.347560 -15.071240 1.621800 0.7443 -0.0215 -1.0275
C 2.435080 -15.577500 0.142410 -2.5076 -3.2694 1.2427
C 1.100010 -16.116970 -0.462060 0.1742 -1.0724 -0.1154
O 0.874330 -17.588570 -0.325970 0.4142 2.2079 -0.1106
C -0.084270 -18.044900 -1.287880 0.1358 -0.0209 0.8936
N 2.874550 -14.549420 -0.686170 1.6738 1.9810 -0.2904
H 1.983820 -14.047570 1.710700 -0.6359 -0.1365 -0.2149
H 3.390590 -14.960530 1.918300 0.1865 -0.2444 0.3812
H 1.857420 -15.758700 2.311190 -0.0732 0.0712 -0.2165
H 3.058380 -16.471200 0.172320 0.5389 -0.1240 -0.0042
H 1.077780 -15.996460 -1.545160 0.3317 0.5652 -0.0823
H 0.350340 -15.448320 -0.038990 -0.8334 -0.5850 0.0559
H -1.038360 -17.554600 -1.094450 -0.3017 -0.4125 0.0548
H -0.083390 -19.126200 -1.150420 -0.5211 0.0596 0.0258
H 0.128730 -17.867680 -2.342080 0.6415 0.3594 -0.0849
H 3.344840 -14.850710 -1.527690 -0.3666 -0.4499 -0.3090
H 3.650030 -14.210060 -0.135200 0.3688 1.0823 -0.2160
C -5.733760 -28.678050 -4.122970 0.6356 0.9424 -1.3050
C -5.696270 -27.175610 -3.852100 -1.5484 -1.4215 0.2224
C -6.182810 -26.258980 -5.012990 0.6277 0.4335 -0.1235
O -5.272490 -26.218090 -6.099050 0.8450 0.4721 -0.3827
C -5.511840 -25.287270 -7.199820 0.4150 -0.7113 1.3056
N -6.640890 -26.961300 -2.733870 0.6467 1.1820 0.1829
H -5.148280 -29.261700 -3.412570 -0.0500 0.0942 0.0379
H -5.241700 -28.662510 -5.095470 -0.0148 -1.1144 -0.2638
H -6.754040 -29.054790 -4.194970 0.0323 0.0411 -0.0720
H -4.667840 -26.936970 -3.581030 0.1074 0.4034 -0.1904
H -6.232040 -25.295640 -4.505400 -0.2481 0.4169 -0.2882
H -7.148800 -26.466920 -5.473130 -0.4849 -0.4440 0.7430
H -6.380190 -25.632340 -7.761050 0.0408 0.1459 -0.2548
H -4.580470 -25.273130 -7.765890 -0.1866 -0.5104 -0.2992
H -5.623850 -24.241670 -6.912980 -0.4651 -0.1444 0.5585
H -6.209530 -26.225710 -2.192630 -0.4816 0.5648 0.3510
H -6.659370 -27.729090 -2.077930 0.1079 -0.4448 -0.2650
C -0.583440 -23.320770 -2.093770 1.1703 -1.2767 1.1337
C -2.061290 -23.491780 -1.913190 -0.5218 -0.9226 -2.5534
C -2.504390 -22.633120 -0.803910 -1.1016 1.3382 1.4513
O -3.923050 -22.439990 -0.688790 1.5596 -0.1735 -0.0313
C -4.329470 -21.656930 0.461920 -1.6643 -1.1039 -2.2476
N -2.672420 -23.151730 -3.221770 0.1948 -0.5580 0.7680
H -0.155940 -23.687040 -1.160400 0.4624 0.8645 0.5653
H -0.282230 -22.305080 -2.350190 -0.0559 0.0059 0.2231
H -0.044690 -24.019080 -2.734250 -0.7021 0.1593 -0.6967
H -2.348020 -24.529390 -1.742170 0.2566 -0.2301 0.1911
H -2.022610 -21.674320 -0.995490 0.0302 0.4949 0.3843
H -2.223200 -23.020710 0.175280 0.7306 -0.0915 0.0468
H -5.370020 -21.872040 0.218870 -0.6289 0.7017 1.2791
H -4.199690 -20.584190 0.318740 0.6096 -0.0347 0.2148
H -4.081580 -22.070850 1.439330 0.4657 0.0638 -0.1145
H -2.456300 -22.177620 -3.378340 -0.4322 0.2268 -0.1824
H -3.666380 -23.273560 -3.090250 -0.3459 0.4947 -0.3382
C -1.968880 -26.187740 -5.898190 0.3606 1.6882 -1.5131
C -0.558200 -25.561760 -6.155640 -0.2498 -0.6144 0.9124
C -0.480690 -24.097580 -6.639820 -0.2996 -1.3392 0.1264
O -1.055150 -24.077300 -7.981770 0.9091 0.7521 1.3776
C -0.765340 -22.848670 -8.644780 -0.4824 -0.3360 -0.1995
N 0.194950 -25.781260 -4.882400 0.7013 0.5244 -0.9298
H -2.433300 -25.539300 -5.155270 -0.0651 -0.4450 0.4970
H -1.922920 -27.247870 -5.648980 0.0683 0.1877 0.2533
H -2.624660 -26.067080 -6.760450 0.0401 -0.2412 -0.2205
H 0.007410 -26.032440 -6.959780 -0.1775 -0.7462 0.1270
H 0.577630 -23.837490 -6.619560 0.2310 0.0277 -0.4886
H -0.923300 -23.439700 -5.891890 -0.8154 0.4129 -0.3489
H -1.500630 -22.753170 -9.443730 -0.2522 0.2553 0.2251
H 0.189860 -22.805430 -9.168080 0.4680 -0.3906 0.3349
H -0.809340 -22.019260 -7.938920 -0.1543 0.1641 -0.1640
H -0.162160 -25.222110 -4.120870 -0.3482 0.0763 -0.1610
H 0.071000 -26.747520 -4.615830 0.0390 -0.0466 0.0466
C -5.406280 -20.894850 -12.387570 -0.0671 -0.0208 0.3559
C -6.817290 -21.536650 -12.274530 0.4935 0.2684 0.9392
C -7.161000 -22.158230 -10.899740 0.2059 0.6998 0.9445
O -7.334910 -21.206840 -9.795240 0.7733 -0.7303 -0.5975
C -7.521300 -21.896180 -8.539430 -0.1579 -0.0248 -0.6258
N -7.837830 -20.574630 -12.640570 0.4737 -0.3786 -0.8505
H -5.206300 -20.201960 -11.570250 -0.3643 0.2406 0.0970
H -5.279890 -20.346490 -13.321070 -0.3601 0.0239 -0.0527
H -4.544160 -21.560320 -12.342930 -0.3424 -0.5993 0.0095
H -6.880560 -22.386390 -12.954270 0.0776 -0.0967 -0.2234
H -6.378100 -22.887670 -10.692200 0.1966 -0.1144 0.4993
H -8.111070 -22.692340 -10.913650 -0.1486 -0.2767 -0.5945
H -7.038230 -22.871690 -8.595370 0.2926 0.0025 0.2913
H -8.568570 -22.092800 -8.309940 -0.2591 0.1305 -0.3286
H -7.157430 -21.300220 -7.702460 0.2051 0.0646 -0.2510
H -8.695210 -21.029300 -12.360790 -0.4710 0.8767 0.1388
H -7.643770 -19.704720 -12.165500 -0.5809 0.0118 0.2969
C -7.828870 -22.042860 -2.805090 -0.1106 -0.2725 1.6481
C -7.377340 -22.631340 -4.126830 -1.7989 0.5240 -1.7399
C -8.629080 -23.360090 -4.919210 3.0444 0.3026 0.8926
O -8.142280 -23.765690 -6.219410 -2.2953 0.1013 -0.2640
C -9.269500 -24.382630 -6.907750 1.0018 -1.2682 0.1795
N -6.887130 -21.504510 -4.933220 -0.1387 0.1263 0.1648
H -7.027090 -21.761190 -2.122520 0.7640 0.1157 -0.4948
H -8.345240 -22.719700 -2.124390 -0.4104 -0.5785 -0.4267
H -8.435230 -21.137090 -2.809340 -0.1298 -0.0894 -0.8816
H -6.482910 -23.248680 -4.043150 -0.6542 -1.1077 0.5453
H -9.514210 -22.732680 -5.024070 0.2133 0.3718 0.1292
H -8.870160 -24.252210 -4.341180 -0.2326 -0.1995 0.0791
H -10.260140 -23.930660 -6.858050 0.3188 0.8698 0.2298
H -9.417460 -25.382960 -6.500870 -0.0390 -0.2174 0.4993
H -9.054460 -24.625990 -7.948240 0.4487 0.6968 -0.1198
H -6.374260 -21.838140 -5.736810 -0.1426 -0.2422 -0.2784
H -6.147650 -21.140700 -4.349350 0.2139 0.8673 -0.0285
C -6.339910 -17.607390 -10.009250 0.7359 1.2290 -0.6014
C -5.195670 -17.988000 -9.067790 0.1812 0.2806 0.6540
C -4.369420 -16.727320 -8.551140 -1.8622 -1.1643 1.0334
O -5.245900 -16.058750 -7.552810 1.4659 2.0915 -2.0155
C -4.999380 -14.620620 -7.449940 0.1324 0.2332 0.5789
N -5.793620 -18.795010 -7.962120 0.2080 0.6976 -1.1301
H -5.896830 -17.225810 -10.929130 0.2725 -0.3634 -0.4528
H -6.870760 -16.702210 -9.714370 -0.4728 -0.4592 0.7479
H -7.002210 -18.431690 -10.273820 -0.0302 0.0511 0.3450
H -4.517320 -18.610900 -9.650830 0.4896 0.0055 -0.0737
H -4.092840 -16.043730 -9.353830 -0.2518 0.0097 -0.0402
H -3.483040 -17.056890 -8.009090 0.0782 -0.0300 -0.0147
H -5.529660 -14.158270 -6.617400 -0.3844 -0.8891 0.2095
H -5.289150 -14.009610 -8.304820 -0.2134 -0.6711 -0.6082
H -3.957060 -14.370740 -7.251890 0.3315 -0.5669 -0.0806
H -5.180210 -19.348920 -7.381610 0.6930 0.2106 -0.0165
H -6.384460 -19.448660 -8.455840 -0.5707 -0.0768 0.2414
C 1.012110 -19.468920 -5.144730 0.1665 0.1282 0.7057
C 1.403920 -18.086890 -5.669310 -1.1061 -0.4873 1.2185
C 2.420650 -17.227540 -4.928920 0.1750 0.6592 -0.4280
O 2.443120 -15.923780 -5.587190 0.7389 -0.4821 1.5952
C 3.314120 -15.048170 -4.836710 0.1736 0.4561 -2.0805
N 1.912910 -18.265050 -6.985240 0.6900 0.5158 -0.8469
H 1.861120 -20.067060 -4.813800 0.1127 0.1362 0.2540
H 0.558590 -20.073580 -5.930100 -0.1139 0.2797 -0.2641
H 0.255330 -19.367740 -4.366820 0.2278 -0.2062 0.2309
H 0.477020 -17.513490 -5.655850 -0.2634 0.3562 -0.0837
H 3.400270 -17.688110 -5.056700 0.2770 -0.1233 0.1866
H 2.266170 -16.938610 -3.889330 -0.4770 -0.9683 0.2633
H 2.991920 -14.063220 -5.174610 -0.0108 0.1967 0.7060
H 4.345220 -15.122090 -5.182350 0.2316 -0.3604 -0.3420
H 3.435670 -15.157330 -3.759030 -1.0576 -0.2203 0.1341
H 1.149490 -18.516660 -7.596780 0.0261 0.0138 -0.2600
H 2.213790 -17.327500 -7.210160 0.1971 0.0761 -1.0115
```
Positions in Å, forces in eV/Å.



Question: What is the strongest force on any atom in the first record?
Answer: 0.80 eV/A